No. 1
2 unconnected molecules or ions with the total composition C2H5O2S2 at a distorted geometry. Source: the Open Molecules 2025 dataset; level of theory: ωB97M-V/def2-TZVPD.

The calculation puts the energy relative to the best compared isomer or geometry (same formula, charge and spin) at 8.39 kcal per mole. Its spin multiplicity is 2. As for the HOMO-LUMO gap (alpha / beta): 9.069 / 5.788 eV. As for the total energy: -27918.6630 eV.

Each line ends with the Mulliken spin population.
Element x y z (Å)
O 1.198 -1.164 -1.236  0.01
H 0.082 -0.704 2.654  0.00
H 0.324 0.138 -0.879  0.00
O -0.974 -1.685 -1.179  0.00
S -0.116 1.201 1.379  0.45
S -0.198 1.457 -0.586  0.52
H 0.425 -2.839 -2.058  0.00
C 0.201 -1.909 -1.492  0.00
H -1.065 -1.032 1.327  0.02
C -0.126 -0.567 1.598  -0.02
H 0.701 -0.995 1.034  0.02

***

No. 2
A molecular structure, C2H5O3PS at a distorted geometry. Source: the Open Molecules 2025 dataset; level of theory: ωB97M-V/def2-TZVPD.

The calculation puts the energy relative to the best compared isomer or geometry (same formula, charge and spin) at 72.81 kcal per mole. As for the HOMO-LUMO gap: 10.085 eV. As for the total energy: -28419.8662 eV.

Each line ends with the Löwdin charge.
Element x y z (Å)
S -1.318 -0.428 0.017  0.59
P 0.092 1.823 -0.044  0.91
H 0.825 -1.817 0.222  0.14
O -1.150 -0.062 1.425  -0.39
H 1.784 0.412 -0.934  0.07
H 1.864 0.235 0.864  0.12
H 0.416 -1.228 -1.360  0.06
O -2.394 -1.185 -0.390  -0.23
H -0.523 1.889 1.315  -0.01
C 0.456 -0.927 -0.383  -0.28
O -1.228 1.037 -0.694  -0.56
C 1.177 0.251 -0.038  -0.44

***

No. 3
2 unconnected molecules or ions with the total composition C2H5OP at a distorted geometry. Source: the Open Molecules 2025 dataset; level of theory: ωB97M-V/def2-TZVPD.

The calculation puts the energy relative to the best compared isomer or geometry (same formula, charge and spin) at 75.07 kcal per mole. As for the HOMO-LUMO gap (alpha / beta): 7.684 / 7.993 eV. As for the total energy: -13487.6199 eV.

Each line ends with the Löwdin charge.
Element x y z (Å)
H -1.819 0.443 -1.309  0.04
P 0.414 -0.833 0.502  0.71
H 0.583 0.235 1.330  -0.19
H 1.955 0.748 -0.570  0.03
H 0.058 0.870 -1.122  0.01
C -2.158 -0.224 -0.531  -0.15
C 0.996 0.243 -0.866  -0.52
H 1.282 -0.313 -1.741  0.00
O -3.159 -0.549 -0.061  0.07

***

No. 4
A single C2H5OPS3 molecule at a distorted geometry. Source: the Open Molecules 2025 dataset; level of theory: ωB97M-V/def2-TZVPD.

The calculation puts the energy relative to the best compared isomer or geometry (same formula, charge and spin) at 52.84 kcal per mole. As for the HOMO-LUMO gap: 8.941 eV. As for the total energy: -45995.6001 eV.

Each line ends with the Löwdin charge.
Element x y z (Å)
S 0.824 0.142 1.769  0.71
O 2.451 1.521 -0.606  -0.52
P 2.207 0.140 -0.131  0.65
S -0.305 -1.960 -0.253  0.72
S -2.158 0.829 0.609  0.68
C -0.649 0.827 -0.492  -0.62
C 0.306 -0.159 -0.032  -1.20
H -0.137 1.784 -0.518  0.08
H -2.296 -0.451 0.731  -0.21
H 0.075 -2.043 -1.447  -0.19
H 0.884 -1.190 1.706  -0.13
H -1.201 0.560 -1.337  0.03

***

No. 5
A single C2H5OPS3 molecule at a distorted geometry. Source: the Open Molecules 2025 dataset; level of theory: ωB97M-V/def2-TZVPD.

The calculation puts the energy relative to the best compared isomer or geometry (same formula, charge and spin) at 58.18 kcal per mole. As for the HOMO-LUMO gap (alpha / beta): 7.287 / 6.095 eV. As for the total energy: -45995.3687 eV.

Each line ends with the Löwdin charge.
Element x y z (Å)
C 0.857 -0.465 0.603  -0.29
S -2.211 -1.746 -0.863  0.38
O -0.493 -0.048 0.920  -0.48
S 1.195 1.461 -1.508  0.57
H 2.644 0.387 -0.223  0.04
S -3.099 1.179 0.776  0.17
H 0.844 -1.281 -0.126  0.11
H -2.986 -1.381 -1.984  -0.12
P -1.688 0.143 -0.136  0.01
H 1.907 1.663 0.910  0.14
H 1.359 -0.669 1.526  0.11
C 1.670 0.756 0.105  -0.63

***

No. 6
2 unconnected molecules or ions with the total composition C2H5P at a distorted geometry. Source: the Open Molecules 2025 dataset; level of theory: ωB97M-V/def2-TZVPD.

The calculation puts the energy relative to the best compared isomer or geometry (same formula, charge and spin) at 82.00 kcal per mole. As for the HOMO-LUMO gap (alpha / beta): 8.246 / 8.293 eV. As for the total energy: -11438.9567 eV.

Each line ends with the Löwdin charge.
Element x y z (Å)
H -2.135 0.888 -1.369  -0.04
P 1.139 -1.020 -0.972  0.69
H -2.067 1.126 0.475  -0.05
H 2.881 -0.922 0.769  -0.05
C 1.995 -0.481 0.384  -0.52
H -1.523 -0.370 -0.005  -0.04
H 1.627 0.176 1.121  -0.05
C -1.916 0.602 -0.402  0.06